# 1
This record from OMol25 describes a molecular structure, C38H31N3NiO2PSTe. The level of theory is ωB97M-V/def2-TZVPD.

Atoms and positions in Å:
Ni 1.34 -0.48 -1.00
N 2.96 -1.57 2.67
C 3.74 -0.54 3.25
C 4.06 -0.60 4.60
C 4.82 0.41 5.18
C 5.25 1.48 4.42
C 4.92 1.55 3.07
C 4.18 0.54 2.49
S 3.82 0.61 0.75
N 2.61 -0.57 0.57
C 2.35 -1.46 1.46
C 1.30 -2.44 1.09
C 1.06 -3.61 1.79
C 0.05 -4.45 1.37
C -0.70 -4.09 0.26
C -0.39 -2.92 -0.40
N 0.59 -2.11 0.01
H 2.53 -2.19 3.34
H 3.71 -1.44 5.19
H 5.07 0.35 6.23
H 5.84 2.27 4.86
H 5.24 2.38 2.47
H 1.67 -3.89 2.64
H -0.15 -5.37 1.89
H -1.51 -4.72 -0.10
H -0.93 -2.60 -1.28
O -1.51 2.71 -1.30
C -0.47 1.98 -1.33
O -0.41 0.84 -0.83
C 0.71 2.59 -2.08
P 1.87 1.25 -2.58
C 2.83 2.00 -3.94
C 2.99 3.37 -4.08
C 3.76 3.88 -5.12
C 4.37 3.03 -6.02
C 4.22 1.66 -5.89
C 3.45 1.14 -4.85
C 0.74 0.15 -3.53
C -0.36 0.60 -4.25
C -1.23 -0.31 -4.84
C -1.01 -1.68 -4.71
C 0.09 -2.14 -4.00
C 0.96 -1.23 -3.42
H 1.22 3.28 -1.41
H 0.34 3.17 -2.92
H 2.53 4.06 -3.38
H 3.88 4.96 -5.22
H 4.97 3.43 -6.83
H 4.69 0.98 -6.59
H 3.34 0.07 -4.75
H -0.55 1.66 -4.36
H -2.08 0.06 -5.40
H -1.69 -2.38 -5.18
H 0.28 -3.20 -3.92
H 1.85 -1.61 -2.90
Te -3.39 1.44 -0.38
C -5.20 2.40 0.21
C -5.48 3.70 -0.21
C -6.67 4.29 0.17
C -7.57 3.60 0.97
C -7.28 2.31 1.39
C -6.09 1.71 1.01
C -3.89 1.34 -2.43
C -4.50 0.17 -2.89
C -4.90 0.08 -4.21
C -4.69 1.14 -5.08
C -4.08 2.31 -4.62
C -3.68 2.41 -3.29
H -4.78 4.24 -0.83
H -6.89 5.30 -0.15
H -8.50 4.07 1.27
H -7.99 1.77 2.01
H -5.87 0.70 1.34
H -4.66 -0.66 -2.22
H -5.37 -0.83 -4.57
H -5.01 1.07 -6.11
H -3.92 3.14 -5.29
H -3.19 3.30 -2.93

## Properties
- Largest force on an atom: 0.56 eV/A
- Spin multiplicity: 3
- Electronic energy: -116929.2652 eV
- Expectation value of S²: 2.01
- Energy above the lowest of the compared OMol25 structures with the same formula, charge and spin: 33.93 kcal/mol
- Net charge: +1

Löwdin population analysis, charges in e, atoms 1 to 6: 0.202 0.129 -0.235 -0.019 -0.072 -0.076



# 2
This record from OMol25 describes a molecular structure, C38H32AgFI2N2OSi. The level of theory is ωB97M-V/def2-TZVPD.

Atoms and positions in Å:
Ag -0.16 1.19 -0.20
I 7.50 3.27 0.62
C 5.56 2.51 0.49
C 5.30 1.24 0.79
C 3.90 0.70 0.62
I 6.41 -1.41 3.23
C 2.90 1.83 0.79
O 1.91 1.74 1.49
C 3.23 3.12 0.10
C 2.16 4.12 -0.30
N 0.80 3.64 -0.16
C -0.18 4.63 -0.55
C -1.60 4.14 -0.40
C -2.64 5.05 -0.52
C -3.95 4.61 -0.38
C -4.17 3.27 -0.11
C -3.09 2.41 -0.01
N -1.82 2.85 -0.16
C 4.53 3.42 0.02
H 6.06 0.54 1.13
H 2.32 4.38 -1.35
H 2.32 5.04 0.28
H 0.66 3.35 0.81
H 0.00 4.88 -1.61
H -0.09 5.57 0.01
H -2.42 6.10 -0.70
H -4.78 5.30 -0.47
H -5.17 2.86 0.02
H -3.23 1.36 0.23
H 4.85 4.39 -0.35
C 1.95 -2.48 4.11
C 0.83 -1.68 3.91
C 0.52 -1.23 2.64
C 1.30 -1.57 1.54
C 2.41 -2.39 1.76
C 2.74 -2.83 3.03
Si 0.92 -0.90 -0.19
C 2.63 -0.82 -1.07
C 3.75 -0.03 -0.74
C 4.83 0.03 -1.62
C 4.87 -0.69 -2.80
C 3.81 -1.52 -3.11
C 2.72 -1.57 -2.25
C -0.17 -2.16 -1.10
C -0.76 -3.21 -0.39
C -1.76 -4.00 -0.96
C -2.17 -3.77 -2.26
C -1.59 -2.74 -2.99
C -0.61 -1.95 -2.41
H 2.22 -2.79 5.11
H 0.21 -1.39 4.75
H -0.35 -0.58 2.50
H 3.06 -2.66 0.93
H 3.65 -3.40 3.19
H 3.72 -0.03 1.42
H 5.69 0.64 -1.38
H 5.74 -0.63 -3.45
H 3.82 -2.14 -4.00
H 1.90 -2.22 -2.52
H -0.48 -3.38 0.64
H -2.24 -4.76 -0.36
H -2.97 -4.37 -2.69
H -1.92 -2.54 -4.00
H -0.21 -1.11 -2.97
F -8.14 -3.65 -0.41
C -6.97 -2.98 -0.10
C -6.58 -2.84 1.22
C -5.41 -2.18 1.53
C -4.55 -1.59 0.54
C -3.39 -0.91 0.84
C -5.01 -1.80 -0.81
C -6.18 -2.46 -1.11
H -7.19 -3.27 2.01
H -5.12 -2.09 2.58
H -2.99 -0.87 1.84
H -2.75 -0.57 0.03
H -4.39 -1.43 -1.62
H -6.48 -2.59 -2.15

## Properties
- Largest force on an atom: 0.50 eV/A
- Spin multiplicity: 1
- Electronic energy: -75749.4514 eV
- Energy above the lowest of the compared OMol25 structures with the same formula, charge and spin: 17.27 kcal/mol
- Net charge: -2

Löwdin population analysis, charges in e, atoms 1 to 6: 0.646 0.817 -0.739 -0.168 -0.157 -0.607



# 3
This record from OMol25 describes a molecular structure, C38H32AlF5P2 in a non-equilibrium geometry. The level of theory is ωB97M-V/def2-TZVPD.

Atoms and positions in Å:
C 1.17 -2.67 -2.60
C 0.00 -2.90 -1.85
C -1.07 -3.59 -2.45
C -0.94 -4.12 -3.73
C 0.23 -3.91 -4.46
C 1.27 -3.17 -3.90
P -0.04 -2.34 -0.10
C -1.50 -3.26 0.54
C -2.74 -2.61 0.60
C -3.83 -3.26 1.18
C -3.72 -4.58 1.61
C -2.51 -5.26 1.44
C -1.39 -4.60 0.92
Al -0.19 -0.05 0.48
P -0.04 2.30 0.12
C -1.10 2.90 -1.24
C -0.58 3.57 -2.36
C -1.45 4.13 -3.29
C -2.82 3.93 -3.18
C -3.33 3.14 -2.15
C -2.48 2.62 -1.18
C -0.50 3.39 1.52
C 0.37 3.43 2.62
C -0.08 3.91 3.85
C -1.38 4.42 3.96
C -2.14 4.62 2.80
C -1.68 4.14 1.56
C 1.57 3.07 -0.27
C 2.72 2.29 -0.42
C 3.95 2.91 -0.67
C 4.03 4.30 -0.75
C 2.88 5.09 -0.59
C 1.66 4.47 -0.33
C 1.45 -3.18 0.57
C 2.01 -4.34 -0.01
C 3.14 -4.93 0.57
C 3.68 -4.43 1.76
C 3.10 -3.31 2.35
C 2.04 -2.65 1.73
H 1.40 3.08 2.51
H 0.58 3.88 4.71
H -1.78 4.71 4.93
H -3.09 5.14 2.84
H -2.22 4.36 0.64
H 0.50 3.69 -2.48
H -1.04 4.73 -4.11
H -3.50 4.39 -3.91
H -4.40 2.93 -2.09
H -2.87 2.03 -0.34
H 2.63 1.20 -0.34
H 4.84 2.29 -0.77
H 5.00 4.78 -0.94
H 2.94 6.17 -0.63
H 0.76 5.08 -0.17
H 1.58 -4.76 -0.92
H 3.59 -5.80 0.08
H 4.54 -4.91 2.21
H 3.47 -2.93 3.30
H 1.66 -1.71 2.15
H -2.86 -1.60 0.19
H -4.78 -2.72 1.29
H -4.57 -5.09 2.06
H -2.42 -6.31 1.71
H -0.43 -5.12 0.79
H -2.00 -3.75 -1.89
H -1.75 -4.71 -4.15
H 0.34 -4.33 -5.47
H 2.19 -2.99 -4.47
H 2.01 -2.15 -2.14
H -0.41 0.02 -1.28
H 0.46 0.06 -1.18
F -1.72 0.95 2.57
C -0.68 0.03 2.45
F 0.48 0.65 2.96
C -1.04 -1.07 3.44
F -0.95 -0.62 4.72
F -2.32 -1.48 3.24
F -0.24 -2.18 3.35

## Properties
- Largest force on an atom: 3.72 eV/A
- Spin multiplicity: 1
- Electronic energy: -78670.9020 eV
- Net charge: +2

Löwdin population analysis, charges in e, atoms 1 to 6: -0.112 -0.360 -0.059 -0.043 -0.038 -0.052



# 4
This record from OMol25 describes a molecular structure, C38H32BN7O2Ti. The level of theory is ωB97M-V/def2-TZVPD.

Atoms and positions in Å:
Ti 0.03 -0.33 -0.17
C -0.32 -0.25 -5.47
C -0.14 -0.99 -4.19
C 0.05 -2.35 -3.99
C 0.16 -2.52 -2.61
N 0.05 -1.33 -2.01
N -0.14 -0.38 -2.99
B -0.30 1.14 -2.66
N -1.55 1.29 -1.72
N -1.84 0.27 -0.85
C -2.95 0.61 -0.19
C -3.39 1.85 -0.64
C -2.48 2.25 -1.60
C -2.43 3.52 -2.39
C -3.48 -0.27 0.86
C -2.99 -1.57 1.00
C -3.47 -2.40 2.00
C -4.45 -1.94 2.86
C -4.96 -0.66 2.72
C -4.48 0.17 1.72
N 1.01 1.59 -1.92
N 1.60 0.72 -1.06
C 2.69 1.30 -0.57
C 2.83 2.56 -1.13
C 1.74 2.71 -1.98
C 1.37 3.88 -2.83
C 3.51 0.59 0.43
C 4.45 1.28 1.19
C 5.19 0.61 2.16
C 4.99 -0.74 2.37
C 4.06 -1.44 1.61
C 3.33 -0.77 0.65
C 0.36 -3.75 -1.84
C 0.44 -3.75 -0.45
C 0.64 -4.92 0.26
C 0.75 -6.13 -0.41
C 0.68 -6.15 -1.80
C 0.48 -4.97 -2.51
H -0.29 -0.94 -6.31
H 0.47 0.49 -5.61
H -1.27 0.28 -5.50
H 0.09 -3.10 -4.76
H -0.45 1.78 -3.66
H -4.27 2.40 -0.33
H -3.42 3.97 -2.42
H -2.09 3.34 -3.41
H -1.75 4.22 -1.91
H -2.26 -1.97 0.30
H -3.08 -3.40 2.10
H -4.83 -2.59 3.64
H -5.74 -0.30 3.38
H -4.88 1.17 1.62
H 3.62 3.28 -0.97
H 2.22 4.54 -2.95
H 0.57 4.45 -2.36
H 1.03 3.57 -3.81
H 4.60 2.34 1.04
H 5.92 1.16 2.74
H 5.57 -1.26 3.13
H 3.92 -2.50 1.76
H 2.66 -1.35 0.02
H 0.35 -2.83 0.13
H 0.69 -4.89 1.34
H 0.91 -7.05 0.14
H 0.77 -7.08 -2.33
H 0.43 -5.01 -3.58
O 0.16 -0.73 1.79
C 0.04 0.50 2.12
N -0.10 1.37 1.14
C -0.22 2.67 1.69
O -0.36 3.68 1.07
C -0.13 2.49 3.19
C -0.18 3.42 4.21
C -0.07 2.92 5.51
C 0.09 1.57 5.77
C 0.15 0.63 4.73
C 0.03 1.14 3.45
H -0.31 4.47 4.01
H -0.11 3.61 6.34
H 0.18 1.23 6.79
H 0.27 -0.42 4.92

## Properties
- Largest force on an atom: 0.62 eV/A
- Spin multiplicity: 2
- Electronic energy: -78244.0006 eV
- Expectation value of S²: 0.75
- Energy above the lowest of the compared OMol25 structures with the same formula, charge and spin: 0.00 kcal/mol
- Net charge: +1

Löwdin population analysis, charges in e, atoms 1 to 6: 1.172 -0.004 -0.239 0.058 -0.197 -0.011



# 5
This record from OMol25 describes a molecular structure, C38H32BN8O3PtS. The level of theory is ωB97M-V/def2-TZVPD.

Atoms and positions in Å:
Pt 0.35 0.94 -2.38
S 0.94 0.74 -10.11
N -0.16 1.56 -9.26
C 0.12 1.37 -7.98
C -0.60 1.93 -6.86
C -1.71 2.76 -7.02
C -2.34 3.26 -5.90
C -1.82 2.94 -4.65
N -0.76 2.17 -4.47
C -0.16 1.65 -5.55
C 0.99 0.74 -5.34
N 1.35 0.41 -4.08
C 2.41 -0.38 -3.89
C 3.16 -0.90 -4.93
C 2.79 -0.62 -6.22
C 1.69 0.21 -6.43
C 1.24 0.54 -7.77
N 1.80 0.12 -8.89
H -2.06 2.99 -8.02
H -3.21 3.90 -5.98
H -2.29 3.34 -3.75
H 2.64 -0.62 -2.86
H 4.01 -1.54 -4.71
H 3.33 -1.01 -7.07
C -2.02 0.92 11.20
O -0.74 0.75 10.63
C -0.62 0.82 9.29
C 0.66 0.64 8.77
C 0.88 0.70 7.42
C -0.18 0.94 6.53
C -1.46 1.12 7.06
C -1.69 1.06 8.42
C 0.01 1.01 5.09
N -0.94 1.24 4.21
C -0.32 1.21 2.99
C 1.02 0.96 3.13
N 1.22 0.83 4.48
C 1.91 0.90 2.02
C 3.29 0.66 2.11
C 4.06 0.66 0.98
C 3.44 0.93 -0.24
N 2.14 1.15 -0.36
C 1.36 1.11 0.74
C -0.08 1.31 0.57
N -0.62 1.42 -0.67
C -1.92 1.66 -0.80
C -2.78 1.79 0.28
C -2.28 1.64 1.55
C -0.91 1.39 1.71
H -1.89 0.82 12.27
H -2.72 0.16 10.85
H -2.42 1.92 10.97
H 1.47 0.46 9.46
H 1.89 0.56 7.06
H -2.28 1.30 6.38
H -2.69 1.21 8.79
H 2.09 0.65 4.95
H 3.75 0.47 3.08
H 5.12 0.48 1.02
H 4.02 0.99 -1.15
H -2.28 1.72 -1.82
H -3.83 1.98 0.10
H -2.91 1.70 2.43
C -2.43 -3.07 -1.96
C -1.23 -2.73 -1.09
C -1.45 -3.21 0.34
O -1.10 -1.29 -1.08
B -0.16 -0.93 -2.02
O 0.46 -2.04 -2.56
C 0.13 -3.17 -1.71
C 0.06 -4.42 -2.57
C 1.25 -3.29 -0.68
H -3.31 -2.56 -1.56
H -2.63 -4.14 -1.96
H -2.28 -2.75 -2.99
H -2.43 -2.87 0.69
H -0.70 -2.82 1.01
H -1.44 -4.30 0.38
H -0.64 -4.31 -3.39
H -0.23 -5.28 -1.97
H 1.05 -4.63 -2.99
H 1.28 -2.41 -0.04
H 2.20 -3.36 -1.21
H 1.13 -4.18 -0.06

## Properties
- Largest force on an atom: 0.50 eV/A
- Spin multiplicity: 1
- Electronic energy: -72747.9448 eV
- Energy above the lowest of the compared OMol25 structures with the same formula, charge and spin: 0.00 kcal/mol
- Net charge: +1

Löwdin population analysis, charges in e, atoms 1 to 6: 1.107 1.050 -0.208 -0.304 -0.079 0.019



# 6
This record from OMol25 describes a molecular structure, C38H32BrN3NiO2P2 in a non-equilibrium geometry. The level of theory is ωB97M-V/def2-TZVPD.

Atoms and positions in Å:
Ni -0.15 -0.51 -0.15
C -1.60 -3.55 -0.44
O -0.62 -2.59 -0.80
C 0.39 -3.03 -1.61
C 0.35 -4.16 -2.40
C 1.44 -4.49 -3.21
Br 1.35 -6.02 -4.32
C 2.58 -3.71 -3.21
C 2.65 -2.56 -2.42
C 1.54 -2.17 -1.61
O 1.55 -1.12 -0.86
C 3.86 -1.78 -2.36
N 3.98 -0.64 -1.68
C 5.26 -0.15 -1.82
C 5.89 0.98 -1.32
C 7.22 1.15 -1.66
C 7.89 0.22 -2.47
C 7.27 -0.90 -2.97
C 5.94 -1.08 -2.63
N 5.03 -2.06 -2.95
H -1.13 -4.50 -0.17
H -2.31 -3.70 -1.26
H -2.13 -3.15 0.42
H -0.52 -4.80 -2.43
H 3.40 -4.00 -3.84
H 3.20 -0.27 -1.14
H 5.37 1.68 -0.70
H 7.76 2.01 -1.30
H 8.93 0.40 -2.70
H 7.80 -1.62 -3.59
H 5.23 -2.87 -3.52
N -2.13 0.58 1.13
P -0.81 -0.13 1.96
C 0.13 1.32 2.58
C 1.39 1.55 2.04
C 2.11 2.66 2.44
C 1.57 3.55 3.35
C 0.29 3.33 3.86
C -0.43 2.22 3.48
C -1.65 -0.82 3.40
C -3.01 -1.13 3.35
C -3.66 -1.57 4.49
C -2.94 -1.76 5.66
C -1.58 -1.50 5.70
C -0.93 -1.04 4.57
P -1.60 1.23 -0.38
C -2.42 2.85 -0.21
C -3.81 2.84 -0.13
C -4.49 4.00 0.21
C -3.79 5.17 0.45
C -2.41 5.18 0.34
C -1.72 4.03 0.01
C -2.66 0.38 -1.60
C -3.41 -0.75 -1.29
C -4.17 -1.34 -2.28
C -4.17 -0.83 -3.57
C -3.41 0.29 -3.88
C -2.64 0.89 -2.90
H -2.81 1.12 1.66
H 1.78 0.84 1.31
H 3.10 2.83 2.05
H 2.13 4.41 3.67
H -0.13 4.04 4.55
H -1.42 2.05 3.88
H -3.56 -1.00 2.43
H -4.71 -1.78 4.46
H -3.45 -2.11 6.55
H -1.03 -1.66 6.62
H 0.13 -0.83 4.60
H -4.36 1.93 -0.32
H -5.56 3.98 0.29
H -4.32 6.06 0.74
H -1.87 6.10 0.52
H -0.64 4.04 -0.06
H -3.41 -1.13 -0.28
H -4.77 -2.21 -2.04
H -4.77 -1.30 -4.33
H -3.43 0.68 -4.88
H -2.04 1.76 -3.12

## Properties
- Largest force on an atom: 2.51 eV/A
- Spin multiplicity: 1
- Electronic energy: -178140.9731 eV
- Energy above the lowest of the compared OMol25 structures with the same formula, charge and spin: 12.22 kcal/mol
- Net charge: +2

Löwdin population analysis, charges in e, atoms 1 to 6: 0.333 -0.033 -0.151 -0.184 -0.033 -0.656



- What is the largest force on an atom in the fourth record?
  0.62 eV/A



What did the first record say?
This record from OMol25 describes a molecular structure, C38H31N3NiO2PSTe. The level of theory is ωB97M-V/def2-TZVPD.

Atoms and positions in Å:
Ni 1.34 -0.48 -1.00
N 2.96 -1.57 2.67
C 3.74 -0.54 3.25
C 4.06 -0.60 4.60
C 4.82 0.41 5.18
C 5.25 1.48 4.42
C 4.92 1.55 3.07
C 4.18 0.54 2.49
S 3.82 0.61 0.75
N 2.61 -0.57 0.57
C 2.35 -1.46 1.46
C 1.30 -2.44 1.09
C 1.06 -3.61 1.79
C 0.05 -4.45 1.37
C -0.70 -4.09 0.26
C -0.39 -2.92 -0.40
N 0.59 -2.11 0.01
H 2.53 -2.19 3.34
H 3.71 -1.44 5.19
H 5.07 0.35 6.23
H 5.84 2.27 4.86
H 5.24 2.38 2.47
H 1.67 -3.89 2.64
H -0.15 -5.37 1.89
H -1.51 -4.72 -0.10
H -0.93 -2.60 -1.28
O -1.51 2.71 -1.30
C -0.47 1.98 -1.33
O -0.41 0.84 -0.83
C 0.71 2.59 -2.08
P 1.87 1.25 -2.58
C 2.83 2.00 -3.94
C 2.99 3.37 -4.08
C 3.76 3.88 -5.12
C 4.37 3.03 -6.02
C 4.22 1.66 -5.89
C 3.45 1.14 -4.85
C 0.74 0.15 -3.53
C -0.36 0.60 -4.25
C -1.23 -0.31 -4.84
C -1.01 -1.68 -4.71
C 0.09 -2.14 -4.00
C 0.96 -1.23 -3.42
H 1.22 3.28 -1.41
H 0.34 3.17 -2.92
H 2.53 4.06 -3.38
H 3.88 4.96 -5.22
H 4.97 3.43 -6.83
H 4.69 0.98 -6.59
H 3.34 0.07 -4.75
H -0.55 1.66 -4.36
H -2.08 0.06 -5.40
H -1.69 -2.38 -5.18
H 0.28 -3.20 -3.92
H 1.85 -1.61 -2.90
Te -3.39 1.44 -0.38
C -5.20 2.40 0.21
C -5.48 3.70 -0.21
C -6.67 4.29 0.17
C -7.57 3.60 0.97
C -7.28 2.31 1.39
C -6.09 1.71 1.01
C -3.89 1.34 -2.43
C -4.50 0.17 -2.89
C -4.90 0.08 -4.21
C -4.69 1.14 -5.08
C -4.08 2.31 -4.62
C -3.68 2.41 -3.29
H -4.78 4.24 -0.83
H -6.89 5.30 -0.15
H -8.50 4.07 1.27
H -7.99 1.77 2.01
H -5.87 0.70 1.34
H -4.66 -0.66 -2.22
H -5.37 -0.83 -4.57
H -5.01 1.07 -6.11
H -3.92 3.14 -5.29
H -3.19 3.30 -2.93

## Properties
- Largest force on an atom: 0.56 eV/A
- Spin multiplicity: 3
- Electronic energy: -116929.2652 eV
- Expectation value of S²: 2.01
- Energy above the lowest of the compared OMol25 structures with the same formula, charge and spin: 33.93 kcal/mol
- Net charge: +1

Löwdin population analysis, charges in e, atoms 1 to 6: 0.202 0.129 -0.235 -0.019 -0.072 -0.076